A structure of composition C5H6O3, computed with ωB97M-V with the def2-TZVPD basis set.

**DFT total energy**: -11418.419 eV
**E_HOMO**: -9.7 eV
**Orbital gap**: 9.74 eV
**Energy relative to the best compared isomer or geometry (same formula, charge and spin)**: 138.2 kcal per mole

The geometry in XYZ format:
```
14
C5H6O3, DFT ωB97M-V with the def2-TZVPD basis set
C 2.037 -0.284 0.103
C 1.013 0.742 0.067
C -0.268 0.445 -0.178
C -1.367 -1.496 -0.176
C -1.564 1.321 0.099
H 1.520 -1.580 0.291
H 3.098 0.174 0.957
H 2.585 -0.211 -1.131
H 1.131 1.909 0.375
H -1.716 -2.100 -1.237
H -1.564 2.227 0.920
O -0.518 -0.773 -0.705
O -1.761 -1.236 0.943
O -2.626 0.863 -0.330
```

The molecule's Mulliken atomic charges, reported in e, are given here: -0.792 -0.130 0.470 0.226 0.017 0.233 0.269 0.234 0.211 0.231 0.227 -0.220 -0.527 -0.449


A structure of composition C5H6O4Pd, computed with ωB97M-V with the def2-TZVPD basis set.

**DFT total energy**: -16936.661 eV
**E_HOMO (alpha / beta)**: -11.1 / -14.7 eV
**Orbital gap (alpha / beta)**: 6.41 / 8.33 eV
**Total charge**: +1
**2S+1**: 4
**Energy relative to the best compared isomer or geometry (same formula, charge and spin)**: 41.0 kcal per mole

The geometry in XYZ format:
```
16
C5H6O4Pd, DFT ωB97M-V with the def2-TZVPD basis set
C 1.309 -0.747 -0.051
C 0.105 -1.393 0.438
H 2.299 -1.212 -0.045
H 1.158 -0.747 1.305
H 0.331 -2.320 0.969
Pd 0.704 -0.263 -1.753
C -1.344 -1.306 0.153
O -1.888 0.052 0.383
C -1.188 1.098 0.134
O -0.071 1.110 -0.409
O -1.680 2.180 0.664
H -1.962 -1.902 0.834
H -1.654 -1.618 -0.851
H -1.094 2.939 0.528
C 2.821 2.502 -1.023
O 2.153 1.624 -1.275
```

The molecule's Mulliken atomic charges, reported in e, are given here: -0.851 -0.148 0.599 0.342 0.415 0.478 -0.536 -0.327 0.836 -0.497 -0.406 0.351 0.333 0.356 -0.041 0.096